This record from the OMol25 dataset describes a molecular structure, C43H47AgAs2N2O8P2S2 at a distorted geometry. The level of theory is ωB97M-V/def2-TZVPD.

```
! wB97M-V def2-TZVPD RIJCOSX def2/J DEFGRID3
* xyz -2 1
Ag -2.974 0.354 -0.880
C 4.321 0.480 6.192
S 3.160 -0.888 6.295
C 2.792 -1.065 4.506
C 1.859 -2.234 4.226
C 1.293 -2.087 2.749
N 0.529 -0.901 2.433
P -1.160 -0.722 2.832
C -1.082 0.962 3.399
C -0.247 1.341 4.451
C -0.425 2.567 5.048
C -1.438 3.436 4.583
C -2.142 3.081 3.427
C -2.009 1.833 2.844
C -1.609 -1.596 4.389
C -2.233 -0.853 5.406
C -2.870 -1.513 6.430
C -2.918 -2.897 6.460
C -2.139 -3.614 5.572
C -1.513 -2.977 4.531
P 0.851 -0.156 0.818
C 0.866 1.683 1.081
C 1.406 2.454 2.112
C 1.325 3.834 2.114
C 0.725 4.491 1.047
C 0.176 3.730 0.037
C 0.199 2.355 0.051
C 2.659 -0.475 0.586
C 2.924 -1.380 -0.460
C 4.186 -1.845 -0.684
C 5.228 -1.394 0.111
C 4.989 -0.429 1.085
C 3.715 0.026 1.337
H 4.690 0.648 7.202
H 3.821 1.380 5.815
H 5.158 0.228 5.536
H 3.736 -1.195 3.966
H 2.368 -0.132 4.109
H 1.084 -2.304 4.987
H 2.409 -3.172 4.196
H 0.780 -3.044 2.521
H 2.174 -2.099 2.093
H 0.450 0.670 4.886
H 0.207 2.889 5.880
H -1.599 4.384 5.026
H -2.866 3.773 3.032
H -2.640 1.515 2.001
H -2.249 0.227 5.349
H -3.339 -0.927 7.227
H -3.497 -3.399 7.212
H -2.064 -4.706 5.637
H -0.994 -3.580 3.786
H 1.843 1.964 2.965
H 1.694 4.357 2.968
H 0.678 5.584 1.025
H -0.368 4.186 -0.777
H -0.285 1.828 -0.770
H 2.118 -1.757 -1.100
H 4.381 -2.580 -1.463
H 6.258 -1.717 -0.031
H 5.842 -0.054 1.635
H 3.522 0.824 2.067
C 3.741 1.106 -5.824
O 2.419 0.860 -5.339
C 2.130 -0.396 -4.959
O 2.979 -1.220 -4.705
C 0.669 -0.626 -4.808
C -0.153 -0.512 -5.869
As -2.175 -0.848 -5.918
C -1.929 -2.744 -6.535
C -2.506 -0.943 -3.978
C -1.739 -0.030 -3.070
As 0.114 -0.643 -2.885
C -0.161 -2.579 -2.732
C -1.819 1.394 -3.187
O -0.975 2.251 -2.816
O -3.022 1.798 -3.723
C -3.244 3.222 -3.685
C -3.427 -1.855 -3.587
O -4.056 -2.673 -4.324
O -3.880 -1.777 -2.219
C -4.441 -3.007 -1.722
C 0.443 -0.082 -7.149
O 1.200 -0.753 -7.826
O 0.118 1.165 -7.590
C -0.558 2.012 -6.662
H 3.744 2.142 -6.154
H 3.948 0.532 -6.715
H 4.504 0.959 -5.040
H -1.565 -2.809 -7.578
H -2.924 -3.207 -6.444
H -1.236 -3.247 -5.880
H -0.878 -2.915 -3.475
H -0.500 -2.850 -1.747
H 0.781 -3.078 -2.855
H -4.200 3.384 -4.170
H -2.453 3.725 -4.258
H -3.304 3.559 -2.647
H -4.261 -3.030 -0.649
H -4.008 -3.864 -2.229
H -5.521 -3.025 -2.008
H -0.583 3.007 -7.131
H -0.037 2.058 -5.703
H -1.577 1.685 -6.504
S -2.541 -0.906 1.463
N -4.708 3.197 -0.147
C -4.159 2.170 -0.121
*
```

Computed properties:
HOMO energy ... -0.85 eV

Results of the Mulliken charge analysis, in e, for atoms 1 through 4: number 1, Ag, carries 1.16; number 2, C, carries -0.81; number 3, S, carries -0.08; number 4, C, carries 0.58

This record from the OMol25 dataset describes 6 unconnected molecules or ions with the total composition C43H47BrO12P at a distorted geometry. The level of theory is ωB97M-V/def2-TZVPD.

```
! wB97M-V def2-TZVPD RIJCOSX def2/J DEFGRID3
* xyz -1 1
C 0.608 -0.490 3.212
C 0.595 -0.453 2.007
P 0.636 -0.634 0.062
O 2.159 0.224 0.067
C 1.434 -2.359 0.260
C 1.218 -3.309 -0.925
C -0.197 -3.371 -1.496
C -1.299 -3.783 -0.490
C -2.567 -2.981 -0.731
C -3.789 -3.474 0.063
C -4.770 -2.318 0.186
O -6.087 -2.786 0.466
C -7.014 -1.726 0.575
C -0.340 1.053 -0.152
Br -1.983 1.024 0.977
C -0.661 1.290 -1.644
C -2.138 1.165 -2.044
H 0.379 -0.673 4.243
H 0.729 -0.750 -1.368
H -0.645 -1.284 0.145
H 2.447 0.315 0.981
H 2.509 -2.195 0.369
H 1.089 -2.784 1.205
H 1.894 -3.005 -1.731
H 1.516 -4.326 -0.640
H -0.496 -2.412 -1.920
H -0.253 -4.090 -2.322
H -1.561 -4.828 -0.692
H -0.963 -3.715 0.543
H -2.439 -1.929 -0.458
H -2.811 -2.972 -1.796
H -4.256 -4.316 -0.452
H -3.475 -3.796 1.057
H -4.424 -1.654 0.982
H -4.788 -1.790 -0.776
H -7.351 -1.610 1.609
H -7.867 -1.901 -0.084
H -6.572 -0.770 0.278
H 0.218 1.885 0.265
H -0.072 0.653 -2.301
H -0.380 2.322 -1.880
H -2.726 1.983 -1.636
H -2.214 1.252 -3.133
H -2.555 0.201 -1.754
C 1.980 5.120 -5.241
C 0.714 4.767 -5.042
C 0.352 3.370 -4.687
O -0.796 3.039 -4.505
C 1.457 2.385 -4.555
C 2.723 2.742 -4.753
C 3.084 4.133 -5.111
O 4.244 4.455 -5.290
H 2.260 6.133 -5.502
H -0.106 5.468 -5.128
H 1.170 1.374 -4.287
H 3.544 2.043 -4.659
C -2.235 -1.974 -4.392
C -3.109 -2.667 -5.118
C -2.778 -3.124 -6.490
O -3.572 -3.753 -7.158
C -1.433 -2.785 -7.022
C -0.557 -2.095 -6.297
C -0.893 -1.633 -4.926
O -0.097 -1.004 -4.265
H -2.451 -1.629 -3.389
H -4.092 -2.929 -4.749
H -1.214 -3.133 -8.024
H 0.430 -1.838 -6.662
C 2.236 0.929 8.812
C 1.290 0.246 8.174
C 1.532 -0.310 6.820
O 0.676 -0.933 6.229
C 2.859 -0.078 6.201
C 3.804 0.606 6.841
C 3.568 1.162 8.197
O 4.428 1.784 8.784
H 2.087 1.345 9.801
H 0.313 0.063 8.604
H 3.002 -0.491 5.209
H 4.779 0.791 6.411
C -1.376 -3.189 7.030
C -1.726 -3.561 5.800
C -2.505 -4.804 5.568
O -2.828 -5.155 4.455
C -2.879 -5.612 6.760
C -2.528 -5.238 7.987
C -1.748 -3.995 8.216
O -1.430 -3.655 9.339
H -0.807 -2.290 7.215
H -1.461 -2.984 4.922
H -3.448 -6.513 6.567
H -2.788 -5.811 8.868
C 4.827 9.068 -2.137
C 6.082 8.761 -1.825
C 6.820 7.697 -2.554
O 7.965 7.421 -2.266
C 6.103 6.990 -3.643
C 4.848 7.298 -3.955
C 4.112 8.360 -3.229
O 2.968 8.643 -3.517
H 4.270 9.839 -1.619
H 6.625 9.263 -1.034
H 6.653 6.215 -4.162
H 4.312 6.790 -4.743
*
```

Computed properties:
HOMO energy ... -4.58 eV

Results of the Mulliken charge analysis, in e, for atoms 1 through 4: number 1, C, carries -0.02; number 2, C, carries -1.60; number 3, P, carries 2.61; number 4, O, carries -0.79

HOMO-LUMO gap, record by record: 3.97 4.48 eV